This record from the OMol25 dataset describes 2 unconnected molecules or ions with the total composition C3H3F3O in a non-equilibrium geometry. The level of theory is ωB97M-V/def2-TZVPD.

Each line ends with the Mulliken charge.
Geometry (Å):
C  1.547  0.614  0.417  -0.17
C  1.098  0.408  -0.770  -0.14
C  -2.121  -0.156  -0.463  0.04
O  -2.273  -1.264  0.065  -0.23
F  2.435  -0.260  0.916  -0.22
F  1.607  -0.688  -1.478  -0.25
F  -1.825  0.757  0.516  -0.16
H  1.391  1.310  1.225  0.33
H  0.432  0.783  -1.516  0.45
H  -2.291  -1.505  1.086  0.35

Summary:
net charge: 0
energy relative to the best compared isomer or geometry (same formula, charge and spin): 90.48 kcal/mol
LUMO: 0.352 eV
total energy: -490.80651 Eh
Kohn-Sham gap: 10.440 eV
spin multiplicity: 1
strongest force on any atom: 4.60 eV Å⁻¹